Record 1
C26H39O20Pt | the ωB97M-V functional and the def2-TZVPD basis

For the energy relative to the best compared isomer or geometry (same formula, charge and spin), the calculation gives 94.24 kcal per mole. For the orbital gap (spin up / spin down), the calculation gives 5.8 / 4.8 eV. The charge is +1. The spin multiplicity is 3. For the largest force on an atom, the calculation gives 0.04734 Eh/bohr. The calculation puts the total energy at -71780.980 eV.

Structure (XYZ):
```
86
Properties=species:S:1:pos:R:3:mulliken_spin:R:1
Pt 13.521 12.589 -6.586 1.46
C 11.417 16.037 -6.973 0.00
C 12.153 14.763 -6.757 0.01
O 11.830 13.786 -7.480 0.25
O 13.222 14.652 -6.084 0.20
H 11.885 16.560 -7.807 0.00
H 11.356 16.725 -6.132 0.01
H 10.376 15.870 -7.250 0.01
C 17.178 14.255 -3.514 0.00
C 16.704 15.377 -4.418 0.00
C 16.153 16.666 -3.785 0.00
O 17.031 17.697 -4.249 0.00
C 17.901 17.171 -5.142 0.00
O 18.685 17.804 -5.759 0.00
O 17.841 15.831 -5.147 0.00
H 17.484 13.438 -4.170 0.00
H 16.516 13.909 -2.723 0.00
H 18.116 14.562 -3.044 0.00
H 15.948 15.002 -5.114 0.00
H 16.244 16.650 -2.698 0.00
H 15.108 16.842 -4.036 0.00
C 14.139 8.963 -12.076 0.00
C 14.006 9.299 -10.609 0.00
C 15.363 9.625 -9.961 0.00
O 15.047 10.732 -9.116 0.00
C 13.916 11.299 -9.515 0.00
O 13.500 12.357 -9.069 0.06
O 13.370 10.610 -10.487 0.00
H 14.340 7.901 -12.218 0.00
H 15.023 9.438 -12.512 0.00
H 13.335 9.311 -12.721 0.00
H 13.415 8.587 -10.038 0.00
H 16.184 9.855 -10.635 0.00
H 15.670 8.751 -9.386 0.00
C 9.029 19.734 -5.548 0.00
C 7.537 19.654 -5.331 0.00
C 7.092 18.890 -4.047 0.00
O 5.915 19.589 -3.691 0.00
C 5.894 20.799 -4.258 0.00
O 5.089 21.642 -4.069 0.00
O 6.928 20.937 -5.115 0.00
H 9.389 18.714 -5.383 0.00
H 9.491 20.415 -4.835 0.00
H 9.337 20.011 -6.554 0.00
H 7.040 19.264 -6.224 0.00
H 7.893 19.006 -3.316 0.00
H 6.869 17.873 -4.353 0.00
C 14.763 17.076 -8.298 0.00
C 15.754 18.082 -8.811 0.00
C 15.269 18.827 -10.079 0.00
O 15.270 20.196 -9.723 0.00
C 15.759 20.362 -8.464 0.00
O 16.134 21.376 -7.991 0.00
O 15.887 19.149 -7.871 0.00
H 14.485 16.255 -8.965 0.00
H 13.778 17.551 -8.219 0.00
H 15.053 16.732 -7.305 0.00
H 16.771 17.726 -8.980 0.00
H 14.225 18.541 -10.240 0.00
H 15.840 18.604 -10.975 0.00
C 10.036 12.842 -10.401 0.00
C 10.642 13.465 -11.676 0.00
C 11.865 14.348 -11.361 0.00
O 12.831 13.907 -12.298 0.00
C 12.475 12.713 -12.832 0.00
O 13.178 12.061 -13.530 0.00
O 11.219 12.413 -12.448 0.00
H 9.380 13.599 -9.970 0.00
H 10.840 12.676 -9.683 0.00
H 9.593 11.886 -10.660 0.00
H 9.817 13.865 -12.265 0.00
H 12.241 14.121 -10.363 -0.01
H 11.588 15.401 -11.383 0.00
C 9.096 16.047 -4.019 0.00
C 9.905 14.832 -3.617 0.00
C 11.179 15.073 -2.745 0.00
O 10.789 14.516 -1.493 0.00
C 9.528 14.050 -1.511 0.00
O 8.905 13.727 -0.561 0.00
O 9.064 14.040 -2.785 0.00
H 9.608 16.569 -4.831 0.00
H 8.863 16.651 -3.146 0.00
H 8.171 15.772 -4.530 0.00
H 10.216 14.292 -4.517 0.00
H 11.388 16.127 -2.561 0.00
H 12.064 14.573 -3.135 0.00
```

Record 2
C20H35Br2N3O6S | the ωB97M-V functional and the def2-TZVPD basis

For the orbital gap, the calculation gives 8.5 eV. The spin multiplicity is 1. For the largest force on an atom, the calculation gives 0.08618 Eh/bohr. The calculation puts the total energy at -188974.922 eV.

Structure (XYZ):
```
67
Properties=species:S:1:pos:R:3:lowdin_charge:R:1
C 0.314 3.788 0.892 -0.15
C -0.915 2.881 0.361 -0.63
Br -0.930 1.009 1.043 0.72
C -1.915 3.365 -0.530 -0.73
Br -1.788 5.277 -1.078 0.73
O -3.002 2.579 -1.016 -0.36
S -2.609 1.805 -2.508 1.03
O -1.799 0.606 -2.108 -0.44
O -1.712 2.913 -3.399 -0.39
C -0.415 2.390 -3.811 -0.21
C 0.687 2.705 -2.679 -0.07
C 2.181 2.762 -3.278 -0.35
O 2.460 2.937 -4.482 0.06
N 3.334 2.558 -2.331 0.03
C 3.255 1.098 -1.994 -0.21
C 3.821 0.131 -3.065 0.00
C 3.737 -1.386 -2.762 -0.05
C 3.090 -1.825 -1.420 -0.07
C 2.558 -0.859 -0.342 -0.06
C 2.641 0.658 -0.637 -0.03
H 0.613 3.326 1.904 0.08
H 1.232 3.711 0.218 0.06
H 0.024 4.875 1.057 0.06
H -0.422 1.307 -4.162 0.14
H -0.099 3.016 -4.730 0.14
H 0.472 3.752 -2.233 0.11
H 0.566 1.963 -1.823 0.09
H 3.215 3.135 -1.487 0.10
H 4.266 0.574 -4.018 0.11
H 4.127 -2.097 -3.559 0.09
H 3.022 -2.963 -1.212 0.08
H 2.096 -1.177 0.657 0.09
H 2.250 1.475 0.069 0.08
C 0.491 -8.128 -1.369 -0.07
C 0.249 -6.632 -1.192 -0.43
C 1.315 -5.749 -1.873 -0.20
O 2.556 -5.678 -1.172 -0.21
C 3.421 -6.778 -1.401 -0.11
N 0.138 -6.335 0.242 0.04
H 1.288 -8.505 -0.726 0.06
H -0.412 -8.690 -1.117 0.08
H 0.748 -8.364 -2.406 0.08
H -0.713 -6.404 -1.664 0.14
H 0.934 -4.723 -1.898 0.12
H 1.476 -6.046 -2.917 0.12
H 3.342 -7.160 -2.422 0.09
H 3.218 -7.572 -0.679 0.07
H 4.446 -6.439 -1.235 0.09
H -0.124 -5.357 0.353 0.07
H 1.079 -6.377 0.634 0.07
C -4.774 3.950 5.167 -0.07
C -4.103 4.089 3.802 -0.43
C -3.276 2.853 3.393 -0.21
O -2.018 2.744 4.052 -0.22
C -2.082 2.182 5.352 -0.10
N -3.288 5.310 3.794 0.04
H -4.075 4.081 5.994 0.06
H -5.550 4.711 5.285 0.08
H -5.251 2.972 5.272 0.08
H -4.902 4.206 3.062 0.14
H -3.042 2.944 2.327 0.09
H -3.854 1.926 3.505 0.12
H -2.857 1.415 5.433 0.09
H -2.244 2.968 6.094 0.07
H -1.115 1.723 5.568 0.09
H -2.925 5.454 2.853 0.07
H -2.452 5.120 4.349 0.07
```

Record 3
H2N2O3S | the ωB97M-V functional and the def2-TZVPD basis

For the energy relative to the best compared isomer or geometry (same formula, charge and spin), the calculation gives 87.15 kcal per mole. For the orbital gap (spin up / spin down), the calculation gives 8.7 / 8.6 eV. The spin multiplicity is 1. For the largest force on an atom, the calculation gives 0.08925 Eh/bohr. The calculation puts the total energy at -19984.111 eV.

Structure (XYZ):
```
8
Properties=species:S:1:pos:R:3:lowdin_charge:R:1
N 1.664 -0.547 -1.010 0.08
N 0.662 -1.070 1.010 0.06
O -2.634 0.842 -0.660 -0.45
O -1.089 2.015 0.788 -0.45
O 0.949 -1.245 -0.187 -0.29
S -2.191 1.087 0.719 0.88
H 1.681 -1.015 -1.967 0.09
H 0.958 -0.067 1.308 0.09
```

Record 4
C3H12N3O | the ωB97M-V functional and the def2-TZVPD basis

For the energy relative to the best compared isomer or geometry (same formula, charge and spin), the calculation gives 67.02 kcal per mole. For the orbital gap, the calculation gives 10.4 eV. The charge is +1. The spin multiplicity is 1. For the largest force on an atom, the calculation gives 0.11296 Eh/bohr. The calculation puts the total energy at -9815.907 eV.

Structure (XYZ):
```
19
Properties=species:S:1:pos:R:3:lowdin_charge:R:1
C 0.447 0.457 -1.382 0.00
C 0.341 -1.764 -0.317 -0.40
N -0.455 -2.727 0.281 0.15
N 0.157 -0.449 -0.244 0.06
N 1.024 -2.165 -1.386 0.19
H -0.802 -2.624 1.257 0.14
H -1.141 -2.999 -0.387 0.11
H -0.390 -0.006 0.450 0.09
H 1.259 -1.458 -2.078 0.10
H 1.011 -3.251 -1.554 0.21
H 1.495 0.617 -1.364 0.09
H -0.095 1.434 -1.267 0.13
H 0.255 -0.076 -2.235 0.05
C -0.694 2.840 1.647 -0.19
O -0.504 1.505 1.738 -0.18
H 0.447 1.222 2.040 0.16
H 0.048 3.187 1.018 0.05
H -1.729 3.043 1.103 0.14
H -0.673 3.212 2.679 0.10
```

Which formula does entry 1 have?
C26H39O20Pt

Please write out number 4 again, unchanged.
C3H12N3O | the ωB97M-V functional and the def2-TZVPD basis

For the energy relative to the best compared isomer or geometry (same formula, charge and spin), the calculation gives 67.02 kcal per mole. For the orbital gap, the calculation gives 10.4 eV. The charge is +1. The spin multiplicity is 1. For the largest force on an atom, the calculation gives 0.11296 Eh/bohr. The calculation puts the total energy at -9815.907 eV.

Structure (XYZ):
```
19
Properties=species:S:1:pos:R:3:lowdin_charge:R:1
C 0.447 0.457 -1.382 0.00
C 0.341 -1.764 -0.317 -0.40
N -0.455 -2.727 0.281 0.15
N 0.157 -0.449 -0.244 0.06
N 1.024 -2.165 -1.386 0.19
H -0.802 -2.624 1.257 0.14
H -1.141 -2.999 -0.387 0.11
H -0.390 -0.006 0.450 0.09
H 1.259 -1.458 -2.078 0.10
H 1.011 -3.251 -1.554 0.21
H 1.495 0.617 -1.364 0.09
H -0.095 1.434 -1.267 0.13
H 0.255 -0.076 -2.235 0.05
C -0.694 2.840 1.647 -0.19
O -0.504 1.505 1.738 -0.18
H 0.447 1.222 2.040 0.16
H 0.048 3.187 1.018 0.05
H -1.729 3.043 1.103 0.14
H -0.673 3.212 2.679 0.10
```

Look up the spin multiplicity of the third one.
1